Entry 1:
ORCA calculation (wB97M-V/def2-TZVPD) on a cluster of 2 separate species, C2H2Cl2O2 in total at a distorted geometry.

Output
Energy above the lowest of the compared OMol25 structures with the same formula, charge and spin: 7.4 kcal per mole
Multiplicity: 1
Frontier orbital gap: 11.806 eV

Each line ends with the Löwdin charge.
Cartesian coordinates (Å):
Cl 0.825 -0.148 -1.749  0.468
C 1.179 0.988 -0.344  -0.967
Cl -0.231 1.738 0.259  0.590
H 1.790 1.734 -0.709  -0.004
H 1.576 0.421 0.394  -0.016
O -1.299 -1.983 1.709  0.204
C -1.655 -1.598 0.682  -0.452
O -2.186 -1.152 -0.242  0.177

=====

Entry 2:
ORCA calculation (wB97M-V/def2-TZVPD) on a cluster of 2 separate species, C6H7NO in total at a distorted geometry.

Output
Energy above the lowest of the compared OMol25 structures with the same formula, charge and spin: 97.2 kcal per mole
Multiplicity: 1
Frontier orbital gap (alpha / beta): 8.757 / 8.757 eV

Each line ends with the Löwdin charge.
Cartesian coordinates (Å):
C -1.988 -1.788 -0.440  0.200
C -1.738 -0.659 -0.091  -0.103
C 0.906 -0.835 0.947  -0.361
C -1.242 0.535 0.350  -0.224
C 1.296 0.593 -1.090  -0.092
C 0.921 0.477 0.354  -0.157
N -1.734 1.603 0.693  0.159
O 0.851 -1.885 0.334  0.004
H -2.329 -2.731 -0.749  0.043
H 0.881 -0.842 2.057  0.124
H 1.062 -0.341 -1.594  0.077
H 2.368 0.767 -1.182  0.081
H 0.782 1.410 -1.589  0.074
H 1.128 1.318 1.001  0.105
H -1.164 2.379 0.999  0.070

=====

Entry 3:
ORCA calculation (wB97M-V/def2-TZVPD) on a cluster of 3 separate species, C27H53BF8I2N5O7P2 in total at a distorted geometry.

Output
Net charge: +1
Energy above the lowest of the compared OMol25 structures with the same formula, charge and spin: 0.0 kcal per mole
Multiplicity: 1
Frontier orbital gap: 8.346 eV

Each line ends with the Löwdin charge.
Cartesian coordinates (Å):
C 5.146 2.382 1.489  -0.038
C 4.602 2.666 0.086  -0.218
O 3.649 1.693 -0.320  -0.100
C 2.342 2.182 -0.369  -0.160
N 1.547 1.192 -1.079  0.039
C 1.610 1.298 -2.545  -0.111
C 1.830 -0.012 -3.288  -0.118
C 2.401 0.193 -4.668  -0.484
O 2.693 -0.748 -5.362  0.132
O 2.509 1.489 -5.088  0.094
C 0.832 0.314 -0.421  -0.342
N 0.843 0.175 0.929  0.149
B 2.109 -0.112 1.672  -0.707
N 2.227 0.452 3.000  0.195
O 3.108 -0.882 1.115  0.159
C -0.343 -0.698 1.253  -0.316
P -0.698 -1.198 3.000  0.932
C -0.987 0.429 3.799  -0.256
C 0.710 -1.920 3.924  -0.307
C -0.451 -1.613 -0.001  -0.416
C -1.810 -2.198 -0.390  -0.195
C -2.974 -2.051 0.572  -0.214
O -3.608 -0.775 0.472  -0.176
C -4.557 -0.674 -0.550  -0.128
C -5.971 -0.918 -0.058  -0.395
F -6.129 -2.234 0.266  0.133
F -6.808 -0.662 -1.104  0.127
C -6.420 -0.115 1.191  -0.343
F -5.727 -0.605 2.256  0.150
F -7.737 -0.360 1.409  0.160
C -6.193 1.408 1.134  -0.354
F -6.736 1.909 2.276  0.150
F -4.862 1.689 1.156  0.132
C -6.835 2.147 -0.064  -0.284
F -7.029 3.438 0.320  0.100
F -8.035 1.610 -0.374  0.112
C 0.686 -2.674 -0.220  -0.601
I 0.744 -3.250 -2.323  1.085
C 0.784 -4.012 0.562  -0.804
C 2.123 -4.113 1.313  -0.161
I -0.764 -4.603 1.908  1.039
N -0.059 -0.542 -1.029  -0.100
P -1.425 0.411 -1.665  0.809
N -1.819 0.011 -3.120  -0.210
H 4.681 1.472 1.847  0.057
H 4.962 3.204 2.168  0.078
H 6.208 2.202 1.473  0.056
H 5.427 2.705 -0.611  0.122
H 4.166 3.662 0.084  0.116
H 2.318 3.094 -0.953  0.145
H 1.945 2.339 0.629  0.144
H 0.708 1.782 -2.900  0.111
H 2.407 1.979 -2.794  0.125
H 2.436 -0.721 -2.747  0.099
H 0.859 -0.462 -3.471  0.056
H 3.393 1.607 -5.448  0.131
H 2.499 1.428 2.964  0.095
H 2.996 -0.010 3.471  0.091
H 3.208 -1.714 1.590  0.089
H -1.170 0.001 1.143  0.095
H -1.547 1.028 3.092  0.038
H -1.532 0.292 4.718  0.043
H -0.050 0.937 3.992  0.021
H 0.412 -2.879 4.320  0.007
H 0.928 -1.287 4.776  0.046
H 1.651 -2.070 3.408  0.005
H -2.150 -1.861 -1.366  0.081
H -1.687 -3.260 -0.546  0.067
H -2.730 -2.256 1.600  0.045
H -3.705 -2.803 0.288  0.130
H -4.395 -1.361 -1.378  0.154
H -4.504 0.327 -0.969  0.125
H -6.176 2.179 -0.929  0.138
H 1.625 -2.156 -0.107  0.043
H 0.824 -4.809 -0.154  -0.003
H 2.923 -3.650 0.745  0.081
H 2.058 -3.766 2.335  0.036
H 2.372 -5.165 1.378  0.083
H -2.444 0.242 -0.717  0.024
H -1.059 1.763 -1.540  0.041
H -1.722 0.839 -3.697  -0.025
C -5.419 1.994 -6.167  -0.056
C -5.313 1.570 -4.711  -0.488
C -6.422 2.185 -3.872  -0.046
O -4.035 1.934 -4.180  -0.082
H -5.326 3.079 -6.257  0.084
H -4.618 1.546 -6.754  0.082
H -6.375 1.695 -6.598  0.085
H -5.362 0.483 -4.643  0.140
H -6.359 3.276 -3.892  0.090
H -6.329 1.872 -2.831  0.041
H -7.407 1.892 -4.236  0.093
H -3.964 2.893 -4.231  0.085
C 9.240 -0.454 3.936  -0.057
C 7.819 -0.102 3.526  -0.494
C 6.924 -1.333 3.509  -0.060
O 7.813 0.525 2.241  -0.064
H 9.678 -1.159 3.225  0.084
H 9.866 0.437 3.942  0.083
H 9.266 -0.904 4.928  0.083
H 7.412 0.636 4.218  0.138
H 7.293 -2.063 2.784  0.084
H 5.908 -1.061 3.211  0.059
H 6.885 -1.809 4.489  0.083
H 8.170 -0.104 1.606  0.090

=====

Entry 4:
ORCA calculation (wB97M-V/def2-TZVPD) on a structure of composition C39H60GeN5O2P3Ti at a distorted geometry.

Output
⟨S²⟩: 0.77
Net charge: +1
Energy above the lowest of the compared OMol25 structures with the same formula, charge and spin: 17.5 kcal per mole
Multiplicity: 2
Frontier orbital gap (alpha / beta): 6.664 / 6.483 eV

Each line ends with the Löwdin charge.
Cartesian coordinates (Å):
Ti 0.713 1.861 -0.413  0.479
C 3.765 1.194 -2.933  -0.099
C 2.713 0.156 -3.336  -0.535
C 2.765 -0.171 -4.826  -0.095
P 1.012 0.590 -2.747  1.026
C 0.187 -1.057 -2.766  -0.337
N 0.267 -1.707 -1.490  -0.192
Ge -0.211 -0.718 0.067  0.906
N 0.423 -1.152 1.849  -0.173
C 1.184 -0.219 2.654  -0.382
P 2.028 1.035 1.632  0.999
C 2.384 2.479 2.732  -0.527
C 3.298 2.257 3.934  -0.096
C 1.051 3.103 3.168  -0.115
C 3.626 0.228 1.156  -0.503
C 3.365 -0.720 -0.020  -0.127
C 4.356 -0.537 2.260  -0.095
C -0.197 -2.170 2.566  -0.237
C -0.203 -2.274 3.959  -0.021
C -0.913 -3.299 4.584  -0.075
C -1.635 -4.221 3.848  -0.077
C -1.624 -4.129 2.460  -0.006
C -0.906 -3.128 1.842  -0.180
N -0.800 -2.982 0.423  -0.052
C 0.314 -3.644 -0.190  -0.180
C 0.873 -4.836 0.224  0.001
C 1.919 -5.399 -0.501  -0.080
C 2.387 -4.760 -1.638  -0.077
C 1.853 -3.532 -2.032  -0.021
C 0.827 -2.954 -1.290  -0.253
C -2.027 -3.054 -0.331  -0.170
C -2.509 -4.226 -0.877  -0.008
C -3.704 -4.233 -1.585  -0.079
C -4.397 -3.046 -1.748  -0.078
C -3.903 -1.854 -1.228  -0.022
C -2.706 -1.840 -0.510  -0.229
N -2.120 -0.691 0.014  -0.173
C -2.784 0.565 -0.278  -0.388
P -1.882 1.963 0.507  1.023
C -2.582 3.473 -0.314  -0.545
C -4.033 3.404 -0.789  -0.087
C -2.282 4.707 0.543  -0.101
C -2.513 1.963 2.257  -0.514
C -2.286 0.607 2.918  -0.101
C -3.986 2.345 2.404  -0.098
C 0.173 1.526 -4.102  -0.530
C 0.899 2.831 -4.439  -0.092
C -1.275 1.811 -3.696  -0.105
H 4.758 0.849 -3.228  0.092
H 3.772 1.361 -1.857  0.045
H 3.594 2.157 -3.416  0.075
H 2.923 -0.763 -2.781  0.081
H 2.617 0.716 -5.442  0.072
H 2.019 -0.913 -5.114  0.074
H 3.748 -0.577 -5.070  0.091
H 0.618 -1.695 -3.539  0.094
H -0.859 -0.891 -3.053  0.085
H 1.931 -0.753 3.248  0.092
H 0.561 0.328 3.377  0.074
H 2.869 3.179 2.045  0.100
H 2.937 1.450 4.574  0.085
H 3.324 3.168 4.535  0.087
H 4.319 2.037 3.633  0.069
H 0.574 2.513 3.954  0.081
H 0.349 3.183 2.333  0.028
H 1.218 4.106 3.561  0.093
H 4.248 1.063 0.814  0.115
H 2.827 -1.612 0.309  0.079
H 4.308 -1.041 -0.469  0.102
H 2.761 -0.240 -0.791  -0.001
H 3.826 -1.460 2.501  0.082
H 4.485 0.031 3.176  0.054
H 5.346 -0.824 1.901  0.092
H 0.326 -1.562 4.576  0.100
H -0.904 -3.360 5.665  0.107
H -2.192 -5.005 4.341  0.106
H -2.180 -4.833 1.853  0.120
H 0.483 -5.337 1.102  0.119
H 2.350 -6.340 -0.186  0.105
H 3.185 -5.206 -2.217  0.106
H 2.250 -3.023 -2.902  0.098
H -1.933 -5.136 -0.750  0.124
H -4.085 -5.155 -2.002  0.105
H -5.331 -3.035 -2.295  0.107
H -4.456 -0.939 -1.391  0.098
H -3.816 0.553 0.087  0.095
H -2.835 0.774 -1.358  0.076
H -1.956 3.567 -1.205  0.059
H -4.741 3.344 0.035  0.066
H -4.204 2.550 -1.445  0.069
H -4.263 4.306 -1.360  0.089
H -2.874 4.729 1.458  0.068
H -2.516 5.610 -0.023  0.092
H -1.226 4.754 0.814  0.060
H -1.915 2.727 2.763  0.093
H -2.913 -0.157 2.456  0.087
H -2.552 0.666 3.975  0.096
H -1.265 0.264 2.832  0.024
H -4.635 1.650 1.867  0.082
H -4.202 3.355 2.062  0.052
H -4.257 2.288 3.460  0.091
H 0.171 0.880 -4.983  0.116
H 0.988 3.470 -3.558  0.069
H 0.331 3.382 -5.191  0.091
H 1.894 2.656 -4.841  0.059
H -1.303 2.450 -2.809  0.049
H -1.839 0.902 -3.491  0.061
H -1.790 2.345 -4.497  0.095
O 2.311 3.107 -0.575  -0.203
N 1.493 4.039 -0.425  -0.166
O 0.426 3.803 -0.962  -0.183

=====

Entry 5:
ORCA calculation (wB97M-V/def2-TZVPD) on a cluster of 7 separate species, C42H55N7O5S in total at a distorted geometry.

Output
Multiplicity: 1
Frontier orbital gap: 9.603 eV

Each line ends with the Löwdin charge.
Cartesian coordinates (Å):
C -0.721 2.565 -2.918  -0.116
C 0.183 1.283 -2.982  -0.212
C -0.282 0.333 -1.800  -0.183
C 0.345 0.914 -0.507  -0.099
C 0.083 0.052 0.788  -0.408
N 1.116 -0.943 0.838  0.023
C 0.955 -1.926 1.921  -0.192
C 0.048 -3.151 1.555  -0.207
C -1.286 -3.082 2.403  -0.104
O -1.219 -0.572 0.474  -0.169
S -2.423 0.430 0.953  0.737
O -3.160 1.044 -0.152  -0.249
O -3.199 -0.114 2.082  -0.275
O -1.480 1.608 1.617  -0.191
C -0.266 0.903 2.053  -0.217
C 0.663 2.065 2.504  -0.057
C 2.173 1.917 2.148  -0.377
C 2.969 2.742 3.244  -0.039
O 2.481 2.541 0.893  -0.051
H -0.203 3.352 -2.333  0.060
H -1.685 2.392 -2.398  0.058
H -0.975 2.971 -3.914  0.066
H 0.047 0.766 -3.950  0.103
H 1.235 1.565 -2.799  0.100
H 0.093 -0.675 -2.066  0.103
H -1.383 0.369 -1.822  0.083
H 1.442 0.950 -0.675  0.116
H 0.035 1.969 -0.381  0.123
H 2.041 -0.543 0.804  0.111
H 0.612 -1.510 2.887  0.087
H 1.970 -2.341 2.113  0.121
H -0.274 -3.158 0.502  0.106
H 0.523 -4.104 1.855  0.097
H -1.101 -2.636 3.400  0.069
H -1.714 -4.088 2.572  0.071
H -2.061 -2.468 1.913  0.047
H -0.681 0.217 2.818  0.143
H 0.609 2.093 3.614  0.117
H 0.246 3.038 2.178  0.143
H 2.563 0.892 2.211  0.133
H 3.428 2.065 3.990  0.063
H 2.267 3.429 3.757  0.077
H 3.743 3.382 2.779  0.083
H 2.198 3.447 1.024  0.089
C 2.495 -5.374 -1.614  -0.081
C 2.461 -4.275 -0.770  -0.079
C 2.217 -3.028 -1.324  -0.153
N 2.016 -2.821 -2.631  0.067
C 2.056 -3.896 -3.426  -0.164
C 2.289 -5.183 -2.971  -0.089
H 2.681 -6.366 -1.220  0.109
H 2.618 -4.384 0.295  0.096
H 2.177 -2.139 -0.705  0.076
H 1.893 -3.698 -4.479  0.108
H 2.309 -6.016 -3.661  0.107
C 1.793 0.398 8.104  -0.076
C 1.223 0.129 6.870  -0.069
C 2.067 -0.091 5.794  -0.163
N 3.400 -0.057 5.872  0.053
C 3.927 0.206 7.072  -0.150
C 3.174 0.437 8.212  -0.070
H 1.168 0.575 8.971  0.107
H 0.149 0.091 6.746  0.104
H 1.668 -0.309 4.808  0.086
H 5.010 0.230 7.106  0.104
H 3.655 0.643 9.158  0.103
C -6.588 0.387 1.794  -0.071
C -7.960 0.579 1.773  -0.078
C -8.753 -0.262 2.538  -0.166
N -8.273 -1.253 3.295  0.045
C -6.946 -1.419 3.298  -0.153
C -6.065 -0.632 2.572  -0.070
H -5.932 1.024 1.211  0.101
H -8.406 1.364 1.176  0.098
H -9.831 -0.148 2.555  0.098
H -6.584 -2.232 3.919  0.099
H -4.996 -0.809 2.612  0.064
C -1.078 7.792 -1.269  -0.088
C -2.058 7.002 -1.846  -0.075
C -1.721 6.237 -2.952  -0.154
N -0.500 6.219 -3.501  0.059
C 0.428 6.991 -2.927  -0.159
C 0.194 7.789 -1.818  -0.083
H -1.302 8.403 -0.403  0.103
H -3.064 6.979 -1.447  0.101
H -2.455 5.600 -3.435  0.105
H 1.406 6.960 -3.393  0.101
H 0.987 8.392 -1.396  0.098
C -4.364 -0.673 -5.623  -0.084
C -4.277 -0.237 -4.311  -0.070
C -4.145 1.122 -4.079  -0.155
N -4.092 2.042 -5.048  0.057
C -4.176 1.597 -6.306  -0.158
C -4.313 0.261 -6.645  -0.079
H -4.469 -1.728 -5.847  0.104
H -4.311 -0.936 -3.485  0.102
H -4.076 1.511 -3.069  0.095
H -4.128 2.364 -7.071  0.101
H -4.378 -0.040 -7.682  0.099
C 7.487 -5.078 -2.069  -0.084
C 7.754 -5.716 -3.270  -0.079
C 6.815 -5.625 -4.284  -0.156
N 5.661 -4.959 -4.173  0.066
C 5.424 -4.353 -3.005  -0.152
C 6.298 -4.380 -1.930  -0.066
H 8.196 -5.125 -1.251  0.104
H 8.671 -6.272 -3.416  0.099
H 6.981 -6.105 -5.242  0.101
H 4.484 -3.823 -2.943  0.073
H 6.053 -3.869 -1.009  0.101

=====

Entry 6:
ORCA calculation (wB97M-V/def2-TZVPD) on the ion C3H4FO2S with charge -1 at a distorted geometry.

Output
Net charge: -1
Energy above the lowest of the compared OMol25 structures with the same formula, charge and spin: 48.5 kcal per mole
Multiplicity: 1
Frontier orbital gap: 7.635 eV

Each line ends with the Löwdin charge.
Cartesian coordinates (Å):
C -1.724 -0.075 0.772  -0.009
C -0.486 -0.523 0.400  -0.219
C 0.215 -0.259 -0.778  -0.413
O 2.799 -0.250 0.060  -0.590
O 1.747 1.981 0.223  -0.566
F -0.571 0.233 -1.910  -0.140
S 1.962 0.789 -0.638  0.674
H -2.185 -0.304 1.799  0.062
H -2.424 0.097 0.007  0.011
H 0.144 -0.498 1.275  0.097
H 0.523 -1.190 -1.210  0.092

=====

Number 1: E -31246.686 eV. Number 2: E -9868.442 eV. Number 3: E -107831.283 eV. Number 4: E -160455.865 eV. Number 5: E -75946.355 eV. Number 6: E -20822.814 eV.